Here is a structure of composition C24H36N8O7S2Ti from OMol25. Energies are from the ωB97M-V functional and the def2-TZVPD basis.

As for the charge: +1. As for the expectation value of S²: 0.755. The calculation puts the total energy at -96503.22551 eV. The spin multiplicity is 2. As for the strongest force on any atom: 0.060 Eh/bohr. The value obtained for the energy relative to the best compared isomer or geometry (same formula, charge and spin) is 1.731 eV.

CARTESIAN COORDINATES (ANGSTROEM)
H1 -0.22525 4.09852 2.90575
O1 2.50995 1.02992 0.67949
C1 4.51551 -1.89232 0.34786
N1 -7.33632 -0.91860 0.14563
C2 -6.49782 -1.93279 0.26141
H2 3.50207 -3.72124 0.73332
H3 -0.78625 -2.20614 -2.40082
H4 -0.75103 2.86149 1.97146
H5 2.90365 2.59712 3.56125
H6 2.48413 3.75520 -3.53302
H7 -0.70763 5.27251 -1.03090
O2 4.27549 0.86580 2.07336
C3 0.10339 2.17325 3.86265
H8 4.07046 -0.58909 -1.27302
H9 2.17119 -3.82906 -1.01491
H10 -0.39733 1.27020 -0.15735
O3 -7.47525 -5.30825 1.43602
C4 -0.07201 -2.84347 -1.86816
H11 5.42080 -2.39171 -0.01851
H12 -4.91002 1.37091 0.07586
C5 -6.70283 0.25666 -0.02790
H13 -1.16233 4.65882 -2.70218
C6 -2.39446 -1.94278 0.37197
H14 0.41212 5.20514 -3.11214
C7 3.69378 -2.47808 -1.98901
H15 1.88553 3.87782 1.84509
N2 -0.12795 -0.77874 0.15265
C8 2.41243 2.66050 -3.40754
H16 2.21197 -3.77867 -2.80628
H17 0.43367 2.75547 4.78113
C9 1.24412 1.17214 3.50470
C10 2.35015 -3.18431 -1.89804
H18 3.37709 2.32317 -2.95805
C11 -0.93796 0.37437 0.06827
O4 -6.98050 -3.17721 0.28850
H19 -1.24883 -3.87562 -0.43459
H20 2.28057 2.23464 -4.40439
N3 1.39533 3.02400 2.04083
H21 3.71564 -2.01466 -2.99760
H22 1.71118 0.71361 4.36818
H23 -0.64618 -2.29565 1.42239
C12 -2.27558 0.42560 0.22688
C13 3.14163 1.23774 1.80403
H24 1.01364 0.28383 2.95579
Ti1 1.78352 -0.56620 -0.39554
O5 -7.13623 -3.02811 2.75467
C14 0.48798 3.45515 -1.92413
N4 1.36931 1.23026 -1.70222
C15 -4.59882 -0.74406 0.28682
H25 -0.21407 3.80074 -3.93140
H26 -0.85296 1.70973 4.15240
C16 3.74329 -2.77413 1.30931
H27 4.52810 -3.15519 -1.91814
C17 -3.12305 -0.82422 0.33482
S1 -7.61837 -3.85543 1.67602
H28 1.34544 -1.57312 -2.75333
C18 -0.17447 4.29952 -2.98883
H29 -2.84967 1.34464 0.07836
H30 1.29796 2.64445 1.09328
N5 1.23832 -2.19704 -1.95891
N6 0.34680 3.67889 -0.65124
H31 0.43838 -3.65971 0.07761
H32 4.87242 -0.93911 0.87553
C19 0.05660 3.14567 2.66265
C20 -5.36297 0.41888 0.04009
O6 2.25202 0.29128 -2.14187
H33 -7.35976 1.04776 -0.29020
C21 2.30528 2.00297 2.81991
H34 -0.03355 -3.78532 -2.49220
S2 2.13977 -2.02837 1.54594
C22 1.37111 2.35951 -2.35759
H35 4.30676 -2.93784 2.20233
H36 -2.92902 -2.90538 0.47711
N7 3.73368 -1.45533 -0.84841
C23 -0.41019 -3.16829 -0.42013
C24 -0.86706 -1.95730 0.44879
N8 -5.17271 -1.94830 0.32023
O7 -0.51380 4.73296 -0.23178

---

Here is a cluster of 6 separate species, C24H36O12 in total from OMol25. Energies are from the ωB97M-V functional and the def2-TZVPD basis.

The calculation puts the total energy at -50041.79683 eV. As for the SMILES: O=C1CCCO1.O=C1CCCO1.O=C1CCCO1.O=C1CCCO1.O=C1CCCO1.O=C1CCCO1. As for the strongest force on any atom: 0.071 Eh/bohr. The value obtained for the energy relative to the best compared isomer or geometry (same formula, charge and spin) is 1.860 eV.

CARTESIAN COORDINATES (ANGSTROEM)
H1 3.95784 1.15210 -1.24745
H2 -7.83905 -1.73797 0.84549
H3 -7.18092 1.02749 -0.47051
H4 4.35307 0.00778 0.86672
H5 2.54946 -2.28357 -4.04025
H6 -2.54005 4.21272 1.29919
O1 2.01256 -3.94692 -0.25540
H7 2.61630 -1.03154 -2.74453
C1 4.10358 -3.14535 -1.25046
H8 -1.74653 -0.73665 -3.85079
H9 -4.32674 2.37370 0.77442
H10 3.77225 0.47955 2.82960
C2 4.98683 1.03971 -0.94892
H11 -1.08998 -0.64613 0.25449
C3 0.88993 -0.44844 4.04991
H12 4.46616 -2.35541 -0.55464
C4 5.24737 0.43920 0.44100
H13 -5.94452 -1.11807 2.63608
H14 -2.93399 1.49075 0.43912
H15 -0.89208 -2.16260 -3.32051
H16 5.33224 0.37162 -1.80439
C5 5.89049 2.22981 -1.08866
O2 1.96537 -2.76345 -2.06877
H17 1.38050 1.12675 2.67137
H18 3.32398 -1.25004 2.76279
H19 5.92884 -0.34225 0.30461
H20 1.23582 -0.50970 1.93817
H21 -7.35879 -0.55294 -1.31270
C6 -3.42371 2.39512 0.15900
H22 -2.81361 2.10181 -1.91226
C7 2.64069 -3.38218 -1.12092
C8 -7.46969 -0.67178 0.87828
H23 0.01265 0.08049 4.46929
C9 -3.76077 3.98838 -1.58881
O3 -5.54986 -0.27426 -0.45076
H24 -4.53231 1.92418 -1.66601
O4 3.18229 -0.18484 4.55842
O5 1.26461 0.09524 -1.09098
C10 5.63759 1.75477 1.13758
H25 4.62226 -4.07333 -1.02737
O6 6.29231 2.69565 -2.08577
H26 -1.49177 3.52779 0.09165
H27 -6.17302 0.52750 2.15994
C11 -2.58283 3.67432 0.35572
H28 4.72091 2.18592 1.46994
H29 -8.27733 -0.12461 1.39091
H30 6.28486 1.73538 2.04179
H31 -2.57556 -0.34529 -1.49197
C12 -6.96851 -0.03042 -0.46012
H32 4.58767 -3.37771 -3.33464
H33 5.00946 -1.76447 -2.68670
C13 -2.00468 -1.26349 -1.71092
O7 1.81669 -0.40330 6.35647
C14 1.99392 -0.40029 5.19819
O8 -3.19460 4.61139 -0.56106
C15 -5.09519 -0.57373 0.80351
O9 6.31166 2.60214 0.17234
C16 -0.85283 -1.15294 -0.71476
H34 -2.52001 -2.21456 -1.65304
O10 -4.18632 4.54578 -2.52932
C17 3.02064 -0.25121 3.12628
C18 4.25621 -2.58017 -2.65560
C19 -3.65439 2.49225 -1.34758
O11 -0.07127 -0.36107 -2.78060
H35 0.55060 -1.42653 3.77318
C20 1.52853 0.04657 2.82190
C21 2.82060 -2.05716 -2.98760
H36 -0.40759 -2.16007 -0.54454
C22 -6.19418 -0.51462 1.77573
C23 -1.22251 -1.15872 -2.99716
C24 0.22724 -0.42445 -1.48482
O12 -3.91876 -0.73364 0.98818

---

Here is a structure of composition C24H36P2ReSi from OMol25. Energies are from the ωB97M-V functional and the def2-TZVPD basis.

As for the charge: +2. As for the expectation value of S²: 3.783. The calculation puts the total energy at -54036.95630 eV. The spin multiplicity is 4. As for the strongest force on any atom: 0.122 Eh/bohr. The value obtained for the energy relative to the best compared isomer or geometry (same formula, charge and spin) is 1.399 eV.

CARTESIAN COORDINATES (ANGSTROEM)
H1 0.73521 -1.35942 1.81541
H2 -2.04053 -2.20326 -1.35678
C1 -1.64725 -1.76376 -0.45386
H3 -0.13826 -5.68387 -3.87439
Re1 -0.06816 -0.26715 -0.62982
H4 -0.31242 0.32559 -6.35261
C2 -0.46009 -2.21795 0.14921
C3 -1.41215 0.46370 -6.30399
C4 -0.73767 -4.95870 -4.37678
H5 -3.86467 1.97373 -8.29060
H6 -1.33305 3.38084 -0.45751
C5 -1.13266 -0.24079 1.17724
C6 -2.07905 -0.55550 0.13786
H7 2.03618 2.61509 -2.42034
P1 2.46304 -0.14653 -0.45690
H8 1.58790 -0.99311 -4.00311
H9 3.02070 -2.44358 -0.76876
Si1 -2.02219 -0.98113 -3.32475
H10 -1.40447 1.62312 -8.13816
H11 0.10146 2.41852 1.79817
H12 1.89859 2.44771 1.52871
H13 4.50889 -1.42908 -0.87729
H14 -2.87837 0.05592 -0.25182
H15 2.47055 -0.15360 -5.30741
C7 1.98194 -0.01812 -4.32309
H16 4.16767 1.67747 -0.53369
H17 3.07901 -1.07566 1.68073
C8 3.30206 1.37739 -1.17628
C9 -1.73672 -2.71209 -4.40047
H18 -1.16826 0.64294 1.79046
H19 -4.25725 -0.07860 -4.47849
C10 -2.07603 -4.38494 -6.19674
C11 2.29028 2.50711 -1.35763
C12 0.90748 2.76256 1.13188
H20 -0.20549 -3.31418 -3.05251
C13 -0.84894 -3.65272 -3.85801
P2 0.57110 2.04079 -0.56354
H21 3.70646 1.11608 -2.17696
H22 -1.49582 -6.45645 -5.76213
H23 -1.12001 2.67813 -2.08556
C14 -2.18695 0.03510 -5.18169
H24 -5.20359 1.08802 -6.37441
C15 3.44737 -1.50903 -1.16488
C16 -2.19888 -3.07382 -5.68755
H25 3.34861 -1.49642 -2.26022
H26 2.67299 0.43078 -3.52545
H27 -0.12877 4.09931 -1.57936
H28 2.61006 3.46254 -0.91684
C17 -3.57045 0.23022 -5.27993
H29 -2.61527 -2.34351 -6.37647
C18 3.17574 -0.07485 1.23875
H30 0.87266 3.86544 1.02035
C19 -3.39695 1.45525 -7.43338
C20 -0.61445 3.17291 -1.25122
C21 -4.14159 0.92273 -6.37782
H31 2.65030 0.65414 1.86799
H32 -2.53082 -4.69618 -7.13148
H33 -3.45980 -0.98574 -2.55945
C22 -1.44068 -5.39214 -5.49732
H34 0.08833 -3.09284 -0.18947
H35 0.97724 0.52888 -4.37772
C23 -0.13031 -1.28350 1.19249
C24 -2.02322 1.21964 -7.34871
H36 4.24194 0.20144 1.14293